154
Properties=species:S:1:pos:R:3:mulliken_charge:R:1 method="wB97M-V/def2-TZVPD" max_force_ev_per_a=4.75 homo_energy_ev=-7.56 multiplicity=1 smiles="C=CCc1ccc(CCCO)c2c1Nc1c(c(COc3cc(C)ccc3C(C)C)cc(CCC(F)(F)F)c1B(O)N(C)C)S2.COC[C@@H](C)N.COC[C@@H](C)N.COC[C@@H](C)N.COC[C@@H](C)N" homo_lumo_gap_ev=7.3
C 4.859 2.049 -2.749 -0.81
C 4.319 1.610 -4.011 -0.22
C 3.905 0.100 -4.373 0.07
C 4.255 -0.915 -3.179 0.29
C 5.459 -1.922 -3.391 -0.72
C 5.915 -2.966 -2.333 -0.98
C 5.143 -3.025 -0.997 0.12
C 5.479 -4.009 0.227 -0.81
C 6.199 -3.088 1.374 -0.44
C 5.482 -3.243 2.828 0.10
O 5.280 -1.919 3.423 -0.61
C 3.968 -2.034 -0.800 0.54
C 3.487 -0.964 -1.812 -0.55
N 2.387 -0.002 -1.578 0.46
C 1.221 -0.604 -0.894 -1.07
C 1.321 -1.626 0.300 0.32
C 0.090 -2.206 1.024 0.27
C 0.100 -3.239 2.235 -0.78
O 1.187 -3.078 3.170 0.29
C 0.903 -2.107 4.173 0.40
C 0.522 -0.629 3.938 -0.40
C 0.299 0.276 5.193 0.57
C -0.055 1.848 5.015 -1.12
C 0.432 -0.217 6.658 -0.78
C 0.816 -1.698 6.891 -0.95
C 1.039 -2.603 5.661 0.24
C 1.446 -4.126 5.921 0.36
C 2.871 -4.552 5.326 -1.23
C 0.296 -5.108 5.366 -0.77
C -1.315 -1.761 0.482 -1.52
C -1.435 -0.779 -0.731 0.05
C -2.929 -0.447 -1.217 -1.00
C -3.383 1.028 -0.764 -0.72
C -4.584 1.643 -1.624 1.01
F -5.214 0.711 -2.496 -0.30
F -5.551 2.141 -0.699 -0.28
F -4.122 2.717 -2.444 -0.26
C -0.192 -0.161 -1.435 0.62
B -0.316 0.866 -2.703 1.03
O -1.236 0.518 -3.775 -0.65
N 0.468 2.134 -2.866 0.12
C 0.800 2.179 -4.350 -1.01
C -0.498 3.276 -2.607 -0.73
S 3.020 -2.111 0.808 0.35
H 4.152 2.670 -2.082 0.23
H 5.935 1.877 -2.399 0.26
H 4.128 2.395 -4.835 0.43
H 4.548 -0.197 -5.285 0.29
H 2.804 0.037 -4.679 -0.08
H 6.010 -1.864 -4.401 0.30
H 6.788 -3.689 -2.470 0.31
H 6.201 -4.848 -0.048 0.44
H 4.545 -4.446 0.717 0.27
H 7.285 -3.418 1.466 0.33
H 6.080 -1.976 1.095 0.27
H 6.160 -3.803 3.551 0.39
H 4.446 -3.725 2.732 -0.11
H 4.885 -1.307 2.766 0.33
H 2.776 0.674 -0.883 0.39
H -0.925 -3.208 2.769 0.33
H 0.191 -4.297 1.780 0.42
H 0.427 -0.268 2.864 0.32
H -0.417 2.314 5.993 0.30
H 0.962 2.347 4.777 0.28
H -0.738 2.038 4.123 0.27
H 0.289 0.468 7.567 0.23
H 0.944 -2.150 7.934 0.25
H 1.514 -4.272 7.066 0.58
H 3.732 -3.858 5.658 0.29
H 2.907 -4.602 4.180 0.05
H 3.061 -5.636 5.684 0.40
H 0.674 -5.699 4.466 0.27
H 0.068 -5.854 6.220 0.29
H -0.611 -4.454 5.114 -0.10
H -2.282 -2.153 0.967 0.16
H -3.652 -1.235 -0.780 0.44
H -3.006 -0.589 -2.361 0.28
H -3.741 0.937 0.326 0.36
H -2.441 1.683 -0.766 0.29
H -1.217 -0.468 -3.797 0.37
H 1.106 1.150 -4.747 0.23
H -0.101 2.520 -4.985 0.36
H 1.634 2.943 -4.568 0.21
H -0.108 3.836 -1.678 0.17
H -1.525 2.807 -2.398 0.06
H -0.592 3.999 -3.483 0.38
C -6.660 7.219 1.360 -0.59
O -6.636 5.880 0.893 -0.37
C -7.167 5.703 -0.417 -0.70
C -6.159 5.976 -1.551 0.31
C -5.933 7.461 -1.818 -1.36
N -4.864 5.336 -1.288 -0.28
H -7.546 7.760 1.015 0.29
H -5.752 7.742 1.054 0.18
H -6.674 7.195 2.452 0.26
H -7.458 4.648 -0.473 0.32
H -8.088 6.285 -0.547 0.45
H -6.574 5.544 -2.469 0.37
H -5.327 7.939 -1.045 0.14
H -5.405 7.600 -2.766 0.36
H -6.884 7.996 -1.886 0.39
H -5.009 4.334 -1.196 -0.06
H -4.570 5.622 -0.354 0.28
C -1.472 6.490 -1.048 -0.80
O -0.184 7.080 -1.136 -0.44
C -0.081 8.126 -2.095 -0.72
C -0.533 9.507 -1.577 0.35
C -2.050 9.669 -1.528 -1.33
N 0.020 9.794 -0.248 -0.77
H -1.967 6.434 -2.022 0.37
H -2.088 7.039 -0.334 0.30
H -1.354 5.474 -0.666 0.33
H 0.985 8.193 -2.340 0.34
H -0.596 7.855 -3.026 0.40
H -0.152 10.259 -2.277 0.42
H -2.505 9.113 -0.706 0.15
H -2.314 10.720 -1.386 0.42
H -2.510 9.335 -2.463 0.34
H 1.037 9.769 -0.306 0.28
H -0.205 8.999 0.351 0.34
C -4.586 -4.387 5.373 -0.78
O -3.339 -4.697 5.972 -0.20
C -3.427 -5.137 7.324 -0.73
C -3.727 -6.642 7.482 0.34
C -5.192 -6.997 7.246 -1.45
N -2.890 -7.456 6.592 -0.72
H -5.285 -3.937 6.085 0.33
H -5.023 -5.281 4.925 0.28
H -4.405 -3.670 4.569 0.19
H -2.440 -4.944 7.758 0.31
H -4.139 -4.522 7.889 0.44
H -3.493 -6.915 8.517 0.39
H -5.467 -6.963 6.190 0.28
H -5.397 -8.013 7.595 0.37
H -5.852 -6.318 7.793 0.34
H -1.911 -7.279 6.813 0.25
H -2.994 -7.079 5.650 0.35
C 4.198 -6.291 -8.034 -0.65
O 4.721 -5.460 -7.011 -0.39
C 5.106 -4.160 -7.447 -0.65
C 3.950 -3.140 -7.501 0.56
C 3.050 -3.309 -8.721 -1.56
N 3.125 -3.195 -6.288 -0.60
H 4.696 -6.126 -8.994 0.30
H 3.121 -6.139 -8.132 0.23
H 4.358 -7.330 -7.738 0.26
H 5.831 -3.807 -6.705 0.24
H 5.643 -4.212 -8.403 0.45
H 4.397 -2.142 -7.566 0.34
H 2.396 -4.179 -8.643 0.28
H 2.403 -2.435 -8.838 0.37
H 3.642 -3.407 -9.635 0.36
H 3.717 -2.997 -5.482 0.14
H 2.852 -4.168 -6.153 0.32

178
Properties=species:S:1:pos:R:3:mulliken_charge:R:1 method="wB97M-V/def2-TZVPD" max_force_ev_per_a=5.73 homo_energy_ev=-9.36 multiplicity=1 smiles="CCCCCCCCCCCCP(CC[C@](F)(Br)C(F)(F)Br)C(F)(F)C(F)(F)F.CCOC(=O)OC.CCOC(=O)OC.CCOC(=O)OC.CCOC(=O)OC.CCOC(=O)OC.CCOC(=O)OC.CCOC(=O)OC.CCOC(=O)OC" homo_lumo_gap_ev=9.1
C 2.909 -3.158 5.910 -0.82
C 2.710 -3.557 4.324 -0.28
C 1.457 -2.787 3.597 -0.61
C 1.490 -1.134 3.822 -0.41
C 0.447 -0.441 2.748 -0.29
C -0.702 0.421 3.575 -0.64
C -2.223 -0.148 3.279 -0.50
C -3.294 0.930 3.969 -0.58
C -4.339 1.568 2.842 -0.67
C -5.418 0.373 2.501 -0.60
C -6.778 0.471 3.432 -0.31
C -7.373 -1.011 3.800 -0.71
P -9.304 -1.143 3.571 -0.17
C -9.609 -2.874 2.829 -0.61
C -10.498 -3.890 3.742 -0.90
C -12.082 -4.000 3.395 0.44
F -12.966 -4.028 4.620 -0.29
Br -12.368 -5.810 2.499 -0.05
C -12.693 -2.892 2.366 0.41
F -12.372 -3.166 0.915 -0.20
F -12.445 -1.476 2.721 -0.15
Br -14.720 -3.116 2.468 -0.09
C -10.053 -0.919 5.309 0.54
F -9.107 -1.489 6.337 -0.30
F -11.437 -1.419 5.478 -0.26
C -10.129 0.716 5.652 0.54
F -8.801 1.367 5.699 -0.20
F -11.087 1.304 4.687 -0.21
F -10.692 0.792 7.049 -0.25
H 3.799 -3.830 6.321 0.27
H 3.168 -2.022 6.064 0.16
H 1.937 -3.382 6.551 0.27
H 3.690 -3.362 3.676 0.08
H 2.479 -4.722 4.306 0.30
H 1.466 -3.022 2.446 0.30
H 0.453 -3.201 4.081 0.20
H 2.601 -0.734 3.687 0.21
H 1.201 -0.953 4.946 0.25
H 1.056 0.302 2.043 0.13
H -0.092 -1.296 2.140 0.32
H -0.701 1.550 3.237 0.28
H -0.543 0.354 4.747 0.25
H -2.437 -0.183 2.109 0.29
H -2.378 -1.212 3.764 0.19
H -3.909 0.338 4.784 0.24
H -2.677 1.818 4.427 0.40
H -4.890 2.533 3.256 0.33
H -3.737 1.852 1.866 0.30
H -4.923 -0.677 2.770 0.24
H -5.764 0.390 1.382 0.30
H -6.492 0.980 4.471 0.18
H -7.623 1.156 2.961 0.40
H -6.902 -1.765 3.003 0.40
H -7.021 -1.428 4.854 0.32
H -8.534 -3.380 2.714 0.42
H -9.989 -2.715 1.727 0.38
H -10.033 -4.980 3.590 0.53
H -10.388 -3.685 4.911 0.21
C 9.655 -4.016 5.725 -1.09
C 8.288 -3.779 5.107 -0.16
O 7.423 -3.085 6.015 -0.37
C 7.663 -1.758 6.157 0.78
O 8.533 -1.119 5.582 -0.56
O 6.790 -1.265 7.070 -0.32
C 7.009 0.106 7.394 -0.40
H 9.559 -4.530 6.687 0.29
H 10.281 -4.618 5.060 0.37
H 10.174 -3.073 5.920 0.29
H 7.815 -4.745 4.897 0.31
H 8.360 -3.241 4.155 0.28
H 7.020 0.731 6.495 0.30
H 7.948 0.211 7.949 0.03
H 6.189 0.439 8.036 0.25
C 4.023 2.366 -2.791 -0.91
C 3.958 2.833 -1.347 -0.37
O 3.697 1.738 -0.461 -0.30
C 4.747 0.916 -0.217 0.68
O 5.874 1.033 -0.677 -0.58
O 4.325 -0.079 0.602 -0.23
C 5.311 -1.078 0.849 -0.48
H 3.114 1.818 -3.060 0.31
H 4.139 3.217 -3.468 0.33
H 4.863 1.685 -2.953 0.29
H 3.126 3.537 -1.234 0.30
H 4.870 3.362 -1.050 0.32
H 6.240 -0.638 1.226 0.33
H 5.498 -1.650 -0.067 0.32
H 4.921 -1.761 1.609 -0.02
C 4.323 4.950 -9.937 -1.09
C 4.258 5.417 -8.493 -0.06
O 3.997 4.322 -7.607 -0.24
C 5.047 3.500 -7.362 0.65
O 6.174 3.617 -7.822 -0.57
O 4.625 2.505 -6.543 -0.24
C 5.611 1.506 -6.297 -0.77
H 3.414 4.402 -10.206 0.23
H 4.439 5.801 -10.614 0.39
H 5.163 4.269 -10.098 0.30
H 3.426 6.121 -8.379 0.18
H 5.170 5.946 -8.195 0.32
H 6.540 1.946 -5.920 0.35
H 5.798 0.935 -7.212 0.35
H 5.221 0.823 -5.537 0.21
C 10.719 -0.548 8.873 -1.02
C 10.919 0.470 9.983 -0.29
O 10.719 -0.124 11.271 -0.33
C 11.730 -0.909 11.720 0.76
O 12.776 -1.142 11.130 -0.56
O 11.369 -1.418 12.924 -0.33
C 12.304 -2.353 13.456 -0.62
H 9.740 -1.030 8.965 0.21
H 10.789 -0.070 7.892 0.38
H 11.469 -1.343 8.921 0.43
H 10.171 1.264 9.882 0.28
H 11.904 0.946 9.924 0.32
H 13.311 -1.927 13.505 0.29
H 12.299 -3.267 12.853 0.29
H 11.989 -2.608 14.472 0.22
C 2.655 -0.775 -12.690 -1.14
C 1.168 -0.524 -12.510 0.03
O 0.798 -0.577 -11.127 -0.38
C 1.137 0.506 -10.386 0.76
O 1.715 1.504 -10.793 -0.57
O 0.753 0.281 -9.105 -0.35
C 1.152 1.304 -8.196 -0.48
H 2.947 -1.717 -12.215 0.29
H 2.915 -0.816 -13.752 0.35
H 3.252 0.014 -12.223 0.34
H 0.605 -1.315 -13.019 0.12
H 0.859 0.428 -12.957 0.31
H 0.814 2.290 -8.532 0.28
H 2.240 1.289 -8.075 0.17
H 0.694 1.095 -7.226 0.25
C -12.903 0.697 13.393 -1.08
C -12.171 -0.633 13.374 -0.17
O -12.310 -1.282 12.104 -0.36
C -11.554 -0.775 11.098 0.70
O -10.777 0.165 11.187 -0.56
O -11.830 -1.472 9.968 -0.36
C -11.178 -0.965 8.807 -0.61
H -13.951 0.564 13.104 0.29
H -12.863 1.146 14.389 0.35
H -12.466 1.404 12.682 0.31
H -12.616 -1.300 14.120 0.28
H -11.112 -0.518 13.635 0.30
H -10.097 -0.889 8.957 0.31
H -11.601 0.010 8.540 0.34
H -11.363 -1.659 7.982 0.26
C 1.756 -6.790 -17.250 -1.08
C 2.375 -5.655 -16.452 -0.16
O 1.426 -4.604 -16.229 -0.34
C 0.490 -4.850 -15.279 0.74
O 0.394 -5.869 -14.610 -0.55
O -0.343 -3.782 -15.219 -0.33
C -1.444 -3.960 -14.331 -0.66
H 1.321 -6.414 -18.181 0.29
H 2.507 -7.549 -17.489 0.35
H 0.947 -7.274 -16.695 0.31
H 3.200 -5.219 -17.027 0.29
H 2.794 -6.006 -15.503 0.30
H -1.107 -4.241 -13.328 0.30
H -2.128 -4.715 -14.734 0.34
H -1.981 -3.010 -14.259 0.22
C -0.777 10.059 -9.834 -1.08
C -0.842 10.526 -8.390 -0.15
O -1.103 9.431 -7.503 -0.36
C -0.053 8.608 -7.259 0.74
O 1.074 8.726 -7.719 -0.57
O -0.475 7.614 -6.440 -0.34
C 0.511 6.615 -6.194 -0.54
H -1.686 9.511 -10.102 0.29
H -0.661 10.910 -10.511 0.35
H 0.063 9.378 -9.995 0.31
H -1.674 11.230 -8.276 0.29
H 0.070 11.055 -8.092 0.30
H 1.440 7.055 -5.817 0.29
H 0.698 6.043 -7.109 0.23
H 0.121 5.932 -5.434 0.26

Question: Look up the multiplicity of the first one.
Answer: 1